# 1
66
Properties=species:S:1:pos:R:3:forces:R:3 method="wB97M-V/def2-TZVPD" charge=0 multiplicity=4 homo_lumo_gap_ev="7.40 / 7.42"
O -0.0732 1.8122 -2.1593 -1.1511 0.6190 -3.0270
C -0.7809 1.6821 -3.1594 0.9495 0.0079 1.1285
C -0.4291 2.1460 -4.5477 0.4261 0.1511 -0.3066
C 0.7471 2.8793 -4.8052 -0.2764 -0.1104 -0.1303
H 1.4132 3.1190 -3.9738 -0.2348 -0.0552 -0.2138
C 1.0529 3.2918 -6.1070 -0.0775 -0.0643 0.0199
H 1.9660 3.8601 -6.2960 -0.2601 -0.1601 0.1142
C 0.2029 2.9880 -7.1808 -0.2575 -0.2671 0.6831
H 0.4441 3.3234 -8.1928 -0.1004 -0.1295 0.3678
C -0.9603 2.2426 -6.9279 0.4113 0.2389 -0.1769
H -1.6226 2.0050 -7.7614 0.1187 -0.0280 0.3059
C -1.2578 1.8162 -5.6333 -0.0174 0.0989 0.2695
H -2.1536 1.2179 -5.4534 0.1984 0.1820 -0.0225
H -1.7452 1.1299 -3.0730 0.3050 0.3226 -0.1194
C -2.4153 2.0076 -0.3106 0.0306 0.9822 0.0703
C -2.0318 0.7983 0.4278 1.2748 -1.3371 0.1284
H -3.0195 2.6856 0.3065 -0.0309 0.0405 -0.1850
H -2.9910 1.7516 -1.2096 0.0633 0.0025 0.1306
H -1.5096 2.5228 -0.6247 -0.2793 0.2569 -0.0422
C -2.7349 0.2264 1.3964 -0.2560 -0.1546 0.6056
C -3.8610 0.8398 2.1972 -0.4087 -0.0153 -0.4342
H -2.4887 -0.7894 1.7112 0.3268 0.3682 0.2384
H -4.4149 1.5850 1.6118 0.0038 -0.1531 0.2357
H -3.4920 1.3367 3.1068 0.0302 -0.1161 -0.1690
H -4.5532 0.0535 2.5209 -0.0543 0.2199 -0.0256
Cr -0.0442 -0.0016 0.2165 -1.9416 -0.8475 1.1467
Cl 0.9877 2.0068 0.3465 0.6154 0.6055 0.2194
Cl -0.5100 -0.9048 -1.8310 -0.0019 -0.4823 -0.7446
H 3.7045 0.3970 -2.6286 -0.1553 -0.1119 0.0239
H 5.2953 1.0306 -1.0967 0.0043 -0.0159 0.2317
C 2.8948 0.2624 -1.9048 -0.0541 0.0373 0.0436
C 4.6058 0.9755 -0.2490 0.1489 -0.0204 0.0623
N 3.5201 0.0734 -0.5948 -0.4783 -0.2660 0.7400
H 2.2793 -0.6062 -2.1564 0.1461 0.1830 0.0859
C 2.9006 -0.6024 0.3849 -0.7755 0.2668 -0.9217
O 1.7580 -1.1141 0.2667 1.8514 0.1079 0.2172
H 5.1232 0.5787 0.6319 0.0066 0.1802 -0.2032
H 3.4739 -0.6797 1.3301 -0.1985 0.0284 -0.3227
H 2.2503 1.1508 -1.9063 0.0983 -0.1797 0.0713
H 4.2318 1.9868 -0.0226 0.0008 -0.3345 -0.1085
H -1.6174 -5.2154 2.3606 -0.0141 0.1915 -0.0624
H -0.6561 -6.1827 0.2540 -0.0555 0.1815 -0.1175
C -2.0000 -4.3520 1.8015 -0.0668 -0.0943 -0.0807
C -1.1029 -5.3371 -0.2858 0.1015 0.0857 0.0127
N -1.2115 -4.1791 0.5897 0.0527 0.2069 0.0931
H -1.9369 -3.4540 2.4164 -0.0199 -0.0856 -0.1415
C -0.6704 -3.0013 0.2403 -0.0731 0.6721 0.3675
O -0.8125 -1.9385 0.8882 0.2432 -1.3799 -0.6568
H -0.4692 -5.0729 -1.1381 -0.1611 -0.1437 0.1348
H -0.0764 -3.0270 -0.6903 -0.2741 0.0598 0.3836
H -3.0477 -4.5612 1.5462 0.1750 0.1451 0.0595
H -2.0933 -5.6456 -0.6507 0.2267 0.1344 0.0720
C 1.0691 0.0902 6.7003 0.0101 -0.1131 0.2053
C 0.7886 0.0565 5.2238 -0.0866 0.2211 -0.0813
C 0.2711 1.1755 4.5681 -0.0507 -0.2313 -0.5572
C 0.0191 1.1163 3.1969 0.1306 -0.1482 0.0124
N 0.2922 0.0349 2.4401 0.2763 -0.1196 0.8196
C 0.8182 -1.0323 3.0748 -0.2726 0.3967 0.0051
C 1.0391 -1.0727 4.4488 0.0865 0.0953 -0.2838
H 1.8651 0.8048 6.9508 -0.1844 -0.1295 -0.1632
H 0.1746 0.3917 7.2594 0.1730 -0.0635 -0.1128
H 1.3823 -0.8963 7.0555 -0.0600 0.1625 -0.0075
H 0.0679 2.1030 5.0974 -0.0008 -0.1901 -0.0261
H -0.3789 1.9790 2.6628 0.0683 -0.3019 0.1177
H 1.0858 -1.8821 2.4535 -0.1888 0.1809 0.0378
H 1.4373 -1.9863 4.8865 -0.0362 0.2171 -0.0173

***

# 2
87
Properties=species:S:1:pos:R:3:forces:R:3 method="wB97M-V/def2-TZVPD" smiles="CCOC(=O)C(F)(F)F.CCOC(=O)C(F)(F)F.CCOC(=O)C(F)(F)F.CCOC(=O)C(F)(F)F.CCOC(=O)C(F)(F)F.COP(=O)(OC)OC" de_lowest_kj_mol=192.0 charge=0 homo_lumo_gap_ev=10.92
C -16.2001 -13.4295 -6.1836 0.6748 -1.3349 -1.4223
C -17.6535 -13.7178 -5.9154 0.6574 1.3278 0.7172
O -18.3592 -12.7679 -6.7063 -1.7978 1.6136 -0.4514
C -18.4964 -11.4815 -6.2316 -1.0875 -2.5135 -2.0520
O -18.0115 -11.1401 -5.2340 1.1529 1.7037 2.5246
C -19.5276 -10.6063 -7.0852 2.2166 -2.7780 -0.3907
F -18.9088 -9.6947 -7.8360 -0.1640 -0.2809 -0.2626
F -20.1427 -11.5495 -7.8612 -0.4391 1.7656 0.1560
F -20.3269 -9.9864 -6.2791 -1.2022 0.2822 0.4324
H -16.0208 -13.7932 -7.1954 0.4290 -0.8027 0.0128
H -15.5789 -13.9476 -5.4529 0.3151 0.2469 -0.2368
H -15.8932 -12.4065 -6.4010 -0.5019 0.3399 1.2218
H -17.7939 -13.6108 -4.8398 -0.6785 0.3637 -0.0011
H -18.0510 -14.6915 -6.2019 0.4334 0.0711 -0.2428
C -19.7329 1.0345 -13.0761 0.4315 -0.0573 1.1892
C -20.7147 0.4293 -12.0616 -1.2933 0.4357 -1.1217
O -20.1683 -0.4243 -11.0247 0.3419 -0.4902 0.4853
C -19.9189 -1.7195 -11.3163 -1.7723 0.1717 -5.0100
O -19.8269 -2.1437 -12.5035 -0.0282 1.1858 4.8292
C -19.9992 -2.6741 -10.0797 0.0246 -0.7385 -2.3867
F -18.8673 -3.3267 -10.1215 1.5033 -0.9592 0.4840
F -20.0840 -2.0324 -8.9554 -0.8035 0.1329 0.9318
F -20.9685 -3.6482 -10.2518 0.5441 1.8344 0.5830
H -20.1322 1.7755 -13.7687 -0.8095 -0.8110 -0.4229
H -19.1049 0.2646 -13.5243 -0.1228 0.3121 -0.2531
H -19.1322 1.7535 -12.5190 0.6616 -0.4497 0.3925
H -21.5945 -0.0931 -12.4372 0.5627 -0.6840 -0.8814
H -21.2888 1.2579 -11.6471 0.7607 0.1173 1.1825
C -14.6785 -5.5334 -3.8734 -1.4715 -0.1999 -0.2434
C -14.6287 -4.7173 -2.5987 2.7379 -0.7054 0.9616
O -15.6519 -3.7532 -2.3993 -1.9678 0.1699 -0.3911
C -15.5387 -2.5541 -2.9640 5.4419 0.1136 -0.4538
O -14.4240 -2.1314 -3.3018 -3.0477 -0.1999 0.3084
C -16.8094 -1.7758 -3.1977 -2.0325 0.2776 -1.3325
F -17.3286 -2.2015 -4.4120 1.1374 0.9119 0.5596
F -17.7651 -2.1377 -2.3570 0.1109 0.6088 0.9269
F -16.6677 -0.4080 -3.2151 -0.0044 -2.3514 0.0657
H -15.2965 -4.9865 -4.5855 0.1085 -0.1244 -0.3114
H -15.2020 -6.4594 -3.6356 -0.2060 -0.0249 -0.2729
H -13.7589 -5.8523 -4.3639 0.2682 0.5976 0.4164
H -13.6333 -4.2970 -2.4549 -0.1608 0.7631 -0.3883
H -14.6226 -5.4017 -1.7503 -0.8991 0.1642 0.1485
C -9.2889 -1.8081 -0.3818 0.0953 -1.9584 1.3956
C -9.0724 -2.0730 1.1340 -0.2673 1.8736 -0.8209
O -9.8111 -3.2476 1.4269 -0.0346 -2.2694 0.7766
C -9.7386 -3.8060 2.6694 0.5505 2.1698 -0.0198
O -9.2280 -3.2418 3.6003 -0.2209 -0.7246 -0.3641
C -10.4215 -5.2019 2.8253 -0.2799 2.5962 1.1587
F -11.6716 -5.0504 3.2980 -0.7577 0.2935 -1.1112
F -10.3735 -5.8058 1.6832 -0.3870 -1.4309 -0.9805
F -9.8534 -5.8521 3.8011 1.5699 -1.2103 0.2751
H -8.9116 -2.6889 -0.9015 0.5267 0.1396 -0.2134
H -8.7761 -0.9102 -0.7266 -0.6589 0.0296 -0.0258
H -10.3600 -1.9803 -0.4879 -0.1550 1.1956 -0.5521
H -9.5341 -1.2530 1.6841 0.0776 0.0559 0.1985
H -8.0128 -2.0582 1.3891 -0.0661 -0.7617 0.2708
C -13.1268 1.8326 -6.6060 -0.0773 0.1173 -0.2714
C -11.6124 2.0172 -6.7354 -0.2788 -0.9046 0.1242
O -11.0737 0.6099 -6.6309 -0.2576 0.6165 -0.1313
C -9.9875 0.3057 -7.3172 0.4132 2.9957 -1.2117
O -9.3047 1.1304 -7.9039 -0.5717 -1.4497 0.6483
C -9.6444 -1.1722 -7.3445 0.9579 -0.5687 0.9305
F -9.2436 -1.5715 -8.5595 -0.5661 0.1325 0.5574
F -8.6158 -1.3784 -6.4856 0.1765 0.2331 -0.3459
F -10.6245 -1.9234 -6.8697 -0.5388 -0.3509 -0.6359
H -13.5142 1.1367 -7.3500 0.3711 -0.0367 -0.2572
H -13.6475 2.7676 -6.8132 0.1302 0.1696 0.1994
H -13.4980 1.4214 -5.6673 0.4784 0.2480 0.2479
H -11.1284 2.6579 -5.9982 -0.1983 -0.4860 0.5284
H -11.3264 2.5160 -7.6614 -0.0430 -0.7336 -0.3695
C -9.2122 -8.8864 -5.5039 1.1881 -0.5093 -1.2027
O -10.3491 -9.4451 -4.9378 -2.2891 -1.0185 1.6525
P -10.3493 -10.5739 -3.7863 0.0048 -0.1462 0.4941
O -9.8744 -11.9664 -4.0524 -0.1378 2.1674 -0.0601
O -11.8525 -10.5297 -3.2225 1.7314 0.5020 -1.5489
C -12.0308 -11.3319 -2.0655 -1.5661 0.4799 0.7734
O -9.6180 -9.8017 -2.5741 0.8271 -0.2660 -0.4380
C -8.2618 -10.1443 -2.1859 -0.7296 -0.6912 0.2874
H -9.2184 -9.3088 -6.5087 0.9534 -0.2162 -0.0264
H -8.3417 -9.1308 -4.8952 0.2815 -0.0383 -0.4203
H -9.1948 -7.8151 -5.7044 -0.8153 0.2023 0.8011
H -11.2947 -12.1081 -1.8563 -0.1120 -0.0725 -0.5948
H -13.0544 -11.6697 -2.2277 0.2378 -0.8098 0.4460
H -12.0785 -10.6711 -1.1999 0.2159 0.0867 0.0750
H -7.8722 -10.9098 -2.8569 0.2068 0.2155 -0.0819
H -8.3506 -10.6097 -1.2043 0.2185 0.1239 0.0848
H -7.6279 -9.2601 -2.1172 -0.2279 0.0041 -0.2423

***

# 3
63
Properties=species:S:1:pos:R:3:forces:R:3 method="wB97M-V/def2-TZVPD" smiles="COCC(=O)N1CCC(Oc2ccc(C(=O)NCCCC3CCCC3)cc2)CC1" de_lowest_kj_mol=121.9 charge=0 homo_lumo_gap_ev=9.31
C 5.8645 4.4435 4.5476 0.0476 0.0272 0.0895
O 5.4326 4.1436 3.2414 -0.0998 -0.0458 -0.2015
C 6.2552 3.2035 2.5919 0.1789 0.1134 -0.0783
C 6.2067 1.7897 3.1815 0.1068 0.3391 -0.0078
O 7.2358 1.1926 3.4418 0.3427 -0.0252 -0.0564
N 4.9860 1.2558 3.3937 -0.1378 -0.2260 0.0310
C 3.7249 1.8854 3.0541 -0.3679 0.3336 0.0003
C 2.6484 0.8274 2.8050 0.1486 -0.2020 -0.3109
C 3.2534 -0.3488 2.0301 0.1262 0.3585 0.2911
O 2.2767 -1.3248 1.7126 -0.1325 -0.1902 -0.1192
C 1.4030 -1.1212 0.6925 -0.2369 -0.1345 -0.1255
C 0.4607 -2.1371 0.5074 0.1697 0.0672 0.1757
C -0.4885 -2.0486 -0.4863 0.0347 0.1683 -0.0488
C -0.5209 -0.9422 -1.3332 0.2995 0.1380 0.0464
C -1.5133 -0.7734 -2.4327 -0.0754 -0.1900 0.1282
O -1.2656 -0.1414 -3.4422 0.0788 0.2362 -0.1490
N -2.7083 -1.3804 -2.2228 -0.1725 -0.2343 0.1573
C -3.8209 -1.2315 -3.1320 -0.1841 0.1365 -0.0480
C -4.8709 -0.2627 -2.5835 0.0569 0.0326 -0.3166
C -6.0090 0.0036 -3.5688 0.1052 -0.3181 0.1483
C -6.9439 -1.1862 -3.7801 0.0210 0.3747 -0.0776
C -7.7499 -1.5722 -2.5213 0.0388 -0.0774 0.0204
C -9.2063 -1.7636 -2.9762 -0.0581 -0.1395 -0.0157
C -9.1324 -1.8701 -4.4982 -0.0795 0.1699 -0.0123
C -8.0071 -0.9045 -4.8492 0.0609 -0.3141 0.0016
C 0.4386 0.0492 -1.1676 -0.2552 -0.1587 -0.1117
C 1.3857 -0.0240 -0.1641 0.2559 0.0095 0.2153
C 4.3094 -1.0464 2.9022 -0.0821 0.1766 -0.1033
C 4.8817 -0.0799 3.9446 0.2077 -0.3435 0.0888
H 5.8543 3.5554 5.1896 -0.0078 0.0106 0.0299
H 5.1708 5.1855 4.9379 0.0550 -0.0224 0.0725
H 6.8792 4.8575 4.5413 -0.0218 -0.0084 0.0193
H 7.3073 3.5200 2.6170 -0.1522 -0.1394 -0.0094
H 5.9252 3.1750 1.5487 0.0645 -0.0263 0.0601
H 3.4060 2.5558 3.8611 -0.0150 -0.0019 -0.1670
H 3.8572 2.4931 2.1567 -0.0635 -0.0055 0.0797
H 1.8260 1.2729 2.2443 -0.0043 0.0217 0.0618
H 2.2392 0.4487 3.7426 -0.0284 -0.0132 0.0167
H 3.7236 0.0246 1.1099 -0.0703 -0.0641 0.0678
H 0.5022 -2.9931 1.1625 0.0084 -0.1020 0.0688
H -1.1849 -2.8640 -0.6181 -0.0599 -0.0753 -0.0095
H -2.9073 -1.7691 -1.3154 0.1302 0.0885 -0.0337
H -3.4081 -0.8454 -4.0666 -0.0920 -0.1098 0.0476
H -4.2604 -2.2167 -3.3126 0.0293 0.0672 -0.0861
H -5.2755 -0.6580 -1.6485 0.0012 0.0367 0.1009
H -4.3704 0.6821 -2.3592 0.0375 -0.0354 0.0874
H -5.5807 0.2934 -4.5310 0.0150 0.1180 -0.0567
H -6.5983 0.8479 -3.2022 -0.0631 0.0436 -0.0632
H -6.3545 -2.0470 -4.1070 -0.0147 -0.0349 -0.0265
H -7.3584 -2.4890 -2.0805 0.0264 0.0145 0.1017
H -7.6867 -0.7889 -1.7659 0.0728 0.0061 0.0943
H -9.8012 -0.8911 -2.7026 -0.0513 0.0003 0.0242
H -9.6678 -2.6395 -2.5221 -0.0831 0.0362 0.0590
H -10.0751 -1.6156 -4.9806 -0.0487 -0.0803 -0.0584
H -8.8565 -2.8841 -4.7925 -0.0067 -0.0623 -0.0494
H -7.6244 -1.0471 -5.8587 0.0284 0.0872 -0.0763
H -8.3613 0.1239 -4.7569 -0.0124 0.1101 -0.0056
H 0.4269 0.8911 -1.8432 0.0036 0.0595 -0.0652
H 2.1048 0.7743 -0.0698 0.0713 0.0605 0.0565
H 5.1075 -1.4340 2.2700 0.0175 -0.0492 0.0158
H 3.8341 -1.8900 3.4032 -0.0071 -0.0262 -0.0061
H 4.2437 -0.0440 4.8327 0.0491 -0.0300 -0.0145
H 5.8842 -0.3893 4.2433 -0.2064 0.0439 0.0527

***

# 4
72
Properties=species:S:1:pos:R:3:forces:R:3 method="wB97M-V/def2-TZVPD" de_lowest_kj_mol=0.0 charge=0 homo_lumo_gap_ev="7.56 / 7.56"
Pd 0.5103 -0.4291 0.1713 0.6188 -0.8023 0.9998
O 2.9087 -3.2846 -0.1008 -0.1228 0.2279 0.0902
C 3.2293 -2.1337 -0.3581 -0.1503 -0.9296 0.1629
N 2.4125 -1.0546 -0.3876 -0.3726 1.1450 -0.2573
S 3.2186 0.3245 -0.8353 0.3316 0.1988 0.0439
O 2.8297 0.7385 -2.1525 -0.0746 -0.0838 -0.1495
O 3.1174 1.3217 0.2032 -0.0108 -0.3005 0.0755
C 4.8236 -0.4268 -0.8971 -0.3206 -0.0631 0.0370
C 6.0614 0.1179 -1.1690 -0.0431 0.1840 -0.0555
C 7.1446 -0.7503 -1.1984 -0.0187 0.0686 -0.0063
C 6.9751 -2.1121 -0.9690 0.0136 -0.0875 0.0096
C 5.7207 -2.6412 -0.7020 -0.0181 0.0115 0.0093
C 4.6446 -1.7726 -0.6692 0.1751 0.0768 0.0404
H 6.1788 1.1770 -1.3545 0.0251 -0.0021 0.0053
H 8.1329 -0.3620 -1.4043 0.0052 0.0078 0.0013
H 7.8366 -2.7662 -0.9972 0.0066 0.0006 -0.0070
H 5.5701 -3.6958 -0.5163 -0.0176 0.0009 0.0011
C 1.1511 1.3972 2.9230 -0.0596 -0.1650 -0.0082
S 1.3392 -0.3677 2.5705 -0.1013 0.3206 -0.4789
C -0.1030 -1.0282 3.4370 0.0460 0.1389 -0.1611
H 2.0100 1.8899 2.4737 -0.0112 0.0120 -0.0260
H 1.1451 1.5491 4.0016 0.0220 0.0065 0.0049
H 0.2321 1.7613 2.4671 0.0216 0.0230 0.0524
H -1.0129 -0.7126 2.9291 0.0079 0.0204 0.0452
H -0.0818 -0.6692 4.4644 -0.0094 -0.0210 0.0220
H -0.0235 -2.1130 3.4307 0.0168 -0.0116 -0.0233
N -2.6154 -7.0296 -0.0699 0.0446 -0.0542 -0.0339
C -2.8741 -5.9565 -0.8584 -0.0120 -0.0872 0.0732
O -3.7210 -5.9671 -1.7262 0.0108 0.0389 -0.0153
C -2.0472 -4.7285 -0.5848 0.1046 0.1856 -0.0124
C -0.7982 -4.7491 0.0227 -0.1211 -0.0112 -0.0359
C -0.1131 -3.5583 0.1989 0.0476 -0.0256 0.0346
N -0.6141 -2.3835 -0.1802 -0.0940 0.1921 -0.4347
C -1.8180 -2.3568 -0.7654 -0.0280 0.1042 0.0962
C -2.5553 -3.5028 -0.9934 -0.0323 -0.0332 -0.0038
H -3.1387 -7.8725 -0.2316 -0.0213 0.0133 0.0055
H -1.9666 -6.9965 0.6930 -0.0140 0.0123 0.0180
H -0.3164 -5.6681 0.3274 -0.0069 -0.0137 -0.0003
H 0.8821 -3.5504 0.6208 0.0257 0.0310 -0.0306
H -2.2037 -1.3795 -1.0368 0.0187 -0.0715 0.0206
H -3.5157 -3.4585 -1.4865 -0.0038 0.0152 0.0023
C -3.5157 4.1277 1.0997 0.0443 -0.0702 0.0412
C -2.4201 3.4070 1.8759 -0.0629 0.1337 0.1335
C -3.0019 2.3508 2.8105 0.0379 0.0744 -0.0985
C -1.5659 4.4027 2.6509 -0.0641 -0.0748 -0.0526
O -1.4938 2.7986 0.9382 -0.0800 -0.2134 -0.2754
P -1.8025 1.4770 0.0740 -0.2268 0.9511 -0.3139
O -3.2196 1.2959 -0.2794 -0.0057 0.0845 -0.2012
O -1.2006 0.3094 0.8583 0.7154 -0.7843 0.1277
O -0.7626 1.6854 -1.1341 -0.1436 -0.2226 0.4522
C -1.0599 2.1589 -2.4895 -0.1929 -0.0095 -0.2331
C -1.4398 0.9206 -3.2965 0.0127 0.1710 0.0467
C -2.1714 3.2021 -2.4852 0.0536 -0.0549 0.0942
C 0.2249 2.7919 -2.9922 -0.0347 -0.0749 0.1243
H -4.2106 4.6046 1.7928 0.0006 0.0016 0.0085
H -4.0591 3.4169 0.4799 -0.0288 0.0268 -0.0119
H -3.0775 4.8993 0.4654 -0.0002 -0.0051 -0.0248
H -3.6292 2.8308 3.5628 -0.0101 -0.0036 -0.0095
H -2.2002 1.8142 3.3212 -0.0003 -0.0227 -0.0014
H -3.6071 1.6427 2.2453 -0.0237 -0.0471 0.0444
H -2.1872 4.9725 3.3428 -0.0049 -0.0034 0.0068
H -1.0821 5.0942 1.9615 0.0072 0.0086 0.0022
H -0.7957 3.8823 3.2209 0.0242 0.0078 0.0107
H -2.3934 0.5194 -2.9463 0.0386 0.0064 0.0014
H -0.6616 0.1634 -3.1861 0.0088 -0.0205 -0.0225
H -1.5287 1.1677 -4.3556 -0.0305 0.0060 0.0144
H -3.1079 2.7784 -2.1358 -0.0829 0.0154 0.0340
H -2.3089 3.5832 -3.4979 0.0353 -0.0354 -0.0176
H -1.8895 4.0402 -1.8444 -0.0389 -0.0172 0.0082
H 1.0352 2.0719 -2.9762 0.1714 -0.0618 0.0140
H 0.4897 3.6392 -2.3582 0.0379 -0.0226 -0.0060
H 0.0866 3.1510 -4.0126 -0.0356 -0.0160 -0.0072

***

no.,E_tot (eV)
1,-88483.378
2,-103118.163
3,-35573.653
4,-79696.890